Formula: CH6N2S
Source: the Open Molecules 2025 dataset
Level of theory: wB97M-V/def2-TZVPD

Each line ends with the natural charge from an NBO analysis.
CARTESIAN COORDINATES (ANGSTROEM)
S  -2.727829  1.185722  1.173007  -0.337
H  -3.087074  0.758066  -0.043322  0.162
N  1.852705  -1.018327  -1.467678  -0.868
C  1.609538  -0.805997  -0.213423  0.368
N  0.417152  -0.280481  0.227988  -0.822
H  2.118006  -0.155772  -1.946945  0.365
H  -2.390789  2.519243  1.229471  0.176
H  2.064327  -1.496947  0.539736  0.123
H  0.193976  -0.640031  1.139071  0.413
H  -0.050014  -0.065476  -0.637909  0.418

Forces on atoms 1 to 6 (eV/Å):
0.220 -0.323 1.654
0.165 1.148 -0.429
2.306 1.636 0.852
-1.976 -2.966 -0.323
3.376 0.152 -0.480
-0.953 -0.286 -0.712

- relative energy (zero: lowest compared OMol25 entry of this formula, charge and spin) (kJ/mol) = 218.1
- SMILES string = [H]/N=C\N.S

***

Formula: CH6N2S
Source: the Open Molecules 2025 dataset
Level of theory: wB97M-V/def2-TZVPD

Each line ends with the natural charge from an NBO analysis.
CARTESIAN COORDINATES (ANGSTROEM)
C  1.234111  1.026841  -0.084314  -0.481
N  -0.198741  -1.520057  -0.246206  -0.646
N  -0.546083  -0.371244  0.385704  -0.411
S  -1.919393  0.412749  -0.142794  0.177
H  0.705292  1.951876  -0.205703  0.170
H  1.793853  0.882912  0.815982  0.174
H  1.573461  0.540190  -0.976272  0.175
H  0.176062  -2.188529  0.416996  0.371
H  -0.853066  -1.914257  -0.914258  0.350
H  -1.965500  1.179517  0.950864  0.122

Forces on atoms 1 to 6 (eV/Å):
-0.831 -0.386 0.096
-0.223 -0.407 -0.440
1.663 0.693 0.724
-0.404 -0.007 -0.452
-0.129 0.260 0.019
0.179 -0.067 0.291

- relative energy (zero: lowest compared OMol25 entry of this formula, charge and spin) (kJ/mol) = 415.1

***

Formula: CH6N2S
Source: the Open Molecules 2025 dataset
Level of theory: wB97M-V/def2-TZVPD

Each line ends with the natural charge from an NBO analysis.
CARTESIAN COORDINATES (ANGSTROEM)
S  1.083566  -3.567076  4.472484  -0.250
H  1.661472  -4.085207  3.454909  0.125
N  -1.341316  0.979622  -1.530981  -0.638
C  -0.127124  1.447646  -1.973735  0.304
N  0.740992  1.815323  -1.082277  -0.209
H  -1.795196  1.545914  -0.760676  0.450
H  -1.876810  0.316120  -1.991196  0.438
H  0.016558  1.525434  -3.005346  0.266
H  1.209052  2.678085  -1.347439  0.390
H  0.428808  -2.655858  3.764260  0.124

Forces on atoms 1 to 6 (eV/Å):
-0.665 0.507 1.773
0.774 -0.673 -1.518
2.494 3.324 1.336
-4.032 -1.672 3.135
0.508 0.992 -0.508
0.845 -1.573 -0.684

- relative energy (zero: lowest compared OMol25 entry of this formula, charge and spin) (kJ/mol) = 182.2
- total charge = +1
- multiplicity = 2

***

Formula: CH6N2S2
Source: the Open Molecules 2025 dataset
Level of theory: wB97M-V/def2-TZVPD

Each line ends with the natural charge from an NBO analysis.
CARTESIAN COORDINATES (ANGSTROEM)
S  -0.432014  2.313512  -0.043895  -0.229
S  -1.647529  2.735920  1.561497  -0.132
H  0.234649  1.148508  -0.008466  0.188
H  -1.101971  1.932165  2.486320  0.134
N  -0.631599  -1.310698  -0.668946  -0.819
C  0.728994  -1.346471  -0.567096  0.336
N  1.534870  -0.358791  -0.519068  -0.767
H  -1.087759  -1.668764  0.158313  0.395
H  -1.022182  -0.506739  -1.142305  0.400
H  1.029161  -2.392862  -0.228212  0.120
H  2.395381  -0.545779  -1.028143  0.374

Forces on atoms 1 to 6 (eV/Å):
0.503 1.125 -1.410
-0.327 -0.663 0.576
-0.183 -0.480 0.778
0.126 0.155 0.045
0.232 0.468 -0.014
0.579 -1.865 2.065

- relative energy (zero: lowest compared OMol25 entry of this formula, charge and spin) (kJ/mol) = 140.1
- SMILES string = [H]/N=C/N.SS

***

Formula: CH6N3
Source: the Open Molecules 2025 dataset
Level of theory: wB97M-V/def2-TZVPD

Each line ends with the natural charge from an NBO analysis.
CARTESIAN COORDINATES (ANGSTROEM)
C  -0.720325  -0.459496  -0.091283  0.361
N  -1.515328  0.567413  0.015349  -0.763
N  0.541781  -0.490860  0.002957  -0.287
N  1.271379  0.615727  -0.051377  -0.607
H  -1.230051  -1.424321  -0.146318  0.230
H  -2.438537  0.421551  0.396131  0.437
H  1.294807  -1.992270  0.281931  0.385
H  1.543867  1.087288  0.783446  0.398
H  2.000200  0.518818  -0.730476  0.395
H  -1.356422  1.560934  -0.322860  0.451

Forces on atoms 1 to 6 (eV/Å):
-2.019 -2.076 0.873
-0.807 3.289 -0.903
3.565 -3.894 0.345
0.402 0.692 -0.966
0.286 0.105 0.435
-0.152 -0.283 -0.583

- relative energy (zero: lowest compared OMol25 entry of this formula, charge and spin) (kJ/mol) = 487.6
- total charge = +1

***

Formula: CH6N3O
Source: the Open Molecules 2025 dataset
Level of theory: wB97M-V/def2-TZVPD

Each line ends with the natural charge from an NBO analysis.
CARTESIAN COORDINATES (ANGSTROEM)
C  0.714813  -0.411133  0.107988  -0.455
N  -0.867757  0.975444  -1.127781  -0.588
N  -1.558524  -0.272664  0.597163  0.240
N  -0.621474  0.001696  -0.178736  0.083
O  -2.709549  0.084353  0.441185  -0.299
H  1.012390  -1.340413  -0.324168  0.262
H  0.795415  -0.533667  1.146913  0.239
H  1.474467  0.299175  -0.329902  0.273
H  -0.307448  1.760628  -1.268597  0.421
H  -1.831869  1.246981  -0.978091  0.411
H  -1.246557  -1.269719  1.540905  0.413

Forces on atoms 1 to 6 (eV/Å):
2.083 0.542 -1.235
-2.774 -2.485 0.153
-2.056 -4.211 3.753
1.826 2.664 -1.586
1.219 -0.005 0.353
-0.461 -0.872 -0.653

- relative energy (zero: lowest compared OMol25 entry of this formula, charge and spin) (kJ/mol) = 490.8
- total charge = +1

***

Formula: CH6N3PS
Source: the Open Molecules 2025 dataset
Level of theory: wB97M-V/def2-TZVPD

Each line ends with the natural charge from an NBO analysis.
CARTESIAN COORDINATES (ANGSTROEM)
C  0.631880  2.149631  -0.073834  0.059
N  0.549120  1.044715  -0.737140  -0.765
N  -0.143631  -1.497449  -1.183740  -1.209
N  0.569781  -0.989822  1.250032  -1.167
P  -0.261566  -0.281079  -0.080808  1.745
S  -2.815585  -0.202114  0.064477  -0.710
H  1.180100  3.138964  -0.421672  0.190
H  0.263535  2.348640  0.950996  0.166
H  -1.016348  -2.068496  -1.129138  0.441
H  0.150235  -1.195268  -2.127462  0.427
H  0.808487  -0.582465  2.170228  0.419
H  0.083997  -1.865255  1.318058  0.403

Forces on atoms 1 to 6 (eV/Å):
0.944 0.810 -0.406
0.473 1.776 1.194
-0.110 -0.342 -0.765
0.153 1.317 -0.683
-3.996 -0.325 1.396
3.882 0.147 0.104

- relative energy (zero: lowest compared OMol25 entry of this formula, charge and spin) (kJ/mol) = 254.3
- SMILES string = C=NP(N)(N)=S

***

Formula: CH6N3S
Source: the Open Molecules 2025 dataset
Level of theory: wB97M-V/def2-TZVPD

Each line ends with the natural charge from an NBO analysis.
CARTESIAN COORDINATES (ANGSTROEM)
C  0.072998  0.011333  -0.256421  0.255
N  0.288115  -1.490612  -0.425146  -0.684
N  1.030830  0.960210  -0.026359  -0.851
N  -1.091243  0.138653  0.729266  -0.709
S  -0.488689  -0.722254  -1.798606  0.378
H  1.248112  -1.774256  -0.601181  0.399
H  1.019635  1.770621  -0.633053  0.420
H  1.975354  0.637092  0.136736  0.420
H  -1.979473  -0.082173  0.253111  0.459
H  -1.114363  1.088115  1.125200  0.455
H  -0.961275  -0.536728  1.496451  0.459

Forces on atoms 1 to 6 (eV/Å):
-0.281 -3.042 -0.853
-0.623 1.964 1.014
0.654 0.429 0.031
-0.223 -0.028 0.195
0.190 0.449 -0.057
0.205 0.436 -0.233

- relative energy (zero: lowest compared OMol25 entry of this formula, charge and spin) (kJ/mol) = 118.5
- SMILES string = N[C@]1([NH3+])NS1
- total charge = +1

***

Formula: CH6N4
Source: the Open Molecules 2025 dataset
Level of theory: wB97M-V/def2-TZVPD

Each line ends with the natural charge from an NBO analysis.
CARTESIAN COORDINATES (ANGSTROEM)
C  -0.612273  -0.227961  0.486716  0.196
H  2.401485  0.290636  1.146163  0.355
H  2.189368  -0.774051  -0.184251  0.353
H  0.594449  -1.131261  1.859291  0.358
H  -1.502040  -0.330999  1.096580  0.170
H  -2.158530  1.283935  -0.978366  0.310
H  -1.119548  1.164682  -2.212440  0.346
N  1.781500  -0.049952  0.467650  -0.645
N  0.602903  -0.457416  1.157562  -0.474
N  -0.386432  0.170076  -0.678917  -0.316
N  -1.531049  0.460838  -1.467335  -0.653

Forces on atoms 1 to 6 (eV/Å):
2.966 -0.039 0.678
1.199 0.222 0.770
-0.695 1.004 1.258
0.538 -1.323 1.124
-0.359 -0.082 -0.324
1.578 -2.706 -0.819

- relative energy (zero: lowest compared OMol25 entry of this formula, charge and spin) (kJ/mol) = 246.4
- SMILES string = N/N=C/NN

***

Formula: CH6N4
Source: the Open Molecules 2025 dataset
Level of theory: wB97M-V/def2-TZVPD

Each line ends with the natural charge from an NBO analysis.
CARTESIAN COORDINATES (ANGSTROEM)
C  -0.872055  0.646590  0.859300  -0.461
N  0.890719  -1.890840  -1.060503  -0.509
N  0.198987  -1.163282  -0.284412  -0.181
N  0.845192  0.969776  -0.938731  -0.549
N  0.080662  0.250177  -0.295939  0.014
H  -0.518204  0.152285  1.807820  0.214
H  -0.864420  1.741089  1.036905  0.222
H  -1.876718  0.335264  0.791900  0.213
H  1.739863  -1.276947  -1.276979  0.318
H  -0.656763  -1.733373  -0.096794  0.383
H  1.032738  1.969260  -0.542566  0.337

Forces on atoms 1 to 6 (eV/Å):
2.674 0.328 1.057
3.583 0.804 -1.795
-2.139 -0.076 1.276
3.327 3.625 -1.706
-5.065 -2.259 3.767
0.027 0.577 -0.936

- relative energy (zero: lowest compared OMol25 entry of this formula, charge and spin) (kJ/mol) = 466.9